{"formula": "C42H62ClF24N4O16", "method": "ωB97M-V/def2-TZVPD", "elements": ["C", "C", "C", "N", "N", "C", "C", "C", "N", "C", "N", "C", "C", "C", "Cl", "H", "H", "H", "H", "H", "H", "H", "H", "H", "H", "H", "H", "H", "H", "H", "H", "H", "H", "H", "H", "H", "H", "C", "C", "O", "C", "O", "C", "F", "F", "F", "H", "H", "H", "H", "H", "C", "C", "O", "C", "O", "C", "F", "F", "F", "H", "H", "H", "H", "H", "C", "C", "O", "C", "O", "C", "F", "F", "F", "H", "H", "H", "H", "H", "C", "C", "O", "C", "O", "C", "F", "F", "F", "H", "H", "H", "H", "H", "C", "C", "O", "C", "O", "C", "F", "F", "F", "H", "H", "H", "H", "H", "C", "C", "O", "C", "O", "C", "F", "F", "F", "H", "H", "H", "H", "H", "C", "C", "O", "C", "O", "C", "F", "F", "F", "H", "H", "H", "H", "H", "C", "C", "O", "C", "O", "C", "F", "F", "F", "H", "H", "H", "H", "H"], "coordinates": [[1.4921, -1.5968, -3.5075], [1.1136, -1.5181, -4.9793], [0.8277, -0.1194, -5.5565], [1.3102, 1.0189, -4.7532], [0.3488, 2.0946, -4.7347], [1.0000, 3.4094, -4.8701], [2.0543, 3.6864, -3.7833], [1.8016, 2.8609, -2.5080], [0.3541, 2.5574, -2.3614], [-0.3032, 2.1362, -3.4743], [-1.6005, 1.8726, -3.4516], [-2.3906, 1.5225, -4.6191], [-3.2314, 0.2158, -4.5275], [-4.6453, 0.4870, -4.0202], [-2.5131, -1.0224, -3.4396], [1.8781, -2.5914, -3.2906], [0.6410, -1.4362, -2.8431], [2.2707, -0.8838, -3.2363], [0.2206, -2.1277, -5.1456], [1.9113, -1.9908, -5.5584], [1.3269, -0.0810, -6.5307], [-0.2338, 0.0299, -5.7548], [2.1711, 1.3899, -5.1304], [0.1912, 4.1411, -4.7973], [1.4234, 3.5026, -5.8701], [3.0464, 3.4417, -4.1376], [2.0697, 4.7566, -3.5710], [2.3479, 1.9181, -2.5727], [2.1818, 3.3731, -1.6268], [0.1242, 2.0062, -1.5406], [-2.0902, 1.9681, -2.5703], [-3.1296, 2.3174, -4.7593], [-1.7370, 1.5370, -5.4857], [-3.2530, -0.2518, -5.5116], [-5.0777, -0.4383, -3.6405], [-5.2689, 0.8930, -4.8148], [-4.6064, 1.1785, -3.1743], [6.8143, -1.4097, -2.3832], [7.3171, -0.2343, -1.5864], [7.3357, 0.9737, -2.3800], [6.1947, 1.5931, -2.5774], [5.1051, 1.3086, -2.1631], [6.4547, 2.8382, -3.4439], [7.1601, 2.5327, -4.5275], [7.1129, 3.7585, -2.7440], [5.2959, 3.3799, -3.8384], [7.4128, -1.5424, -3.2849], [6.8840, -2.3123, -1.7821], [5.7755, -1.2741, -2.6799], [8.3530, -0.3815, -1.2933], [6.7282, -0.0611, -0.6867], [0.8335, -5.4353, -9.6363], [0.8175, -5.0927, -8.1636], [1.8029, -5.8582, -7.4402], [3.0544, -5.4446, -7.5359], [3.4629, -4.4821, -8.1133], [3.9574, -6.3849, -6.7127], [3.6964, -7.6618, -7.0181], [3.7242, -6.2070, -5.4097], [5.2349, -6.1388, -6.9476], [0.6850, -6.5057, -9.7780], [0.0346, -4.9001, -10.1482], [1.7811, -5.1613, -10.0974], [-0.1362, -5.3678, -7.7187], [0.9712, -4.0269, -7.9925], [-2.8031, -3.4133, 0.5606], [-1.6281, -3.2279, -0.3732], [-0.3772, -3.3104, 0.3248], [0.0483, -4.5192, 0.6402], [-0.4712, -5.5646, 0.3963], [1.4052, -4.3847, 1.3469], [1.3544, -3.4747, 2.3211], [2.3183, -3.9894, 0.4577], [1.7845, -5.5376, 1.8603], [-2.7567, -2.6922, 1.3772], [-3.7352, -3.2677, 0.0154], [-2.8109, -4.4127, 0.9919], [-1.6374, -2.2289, -0.8013], [-1.6413, -3.9490, -1.1911], [2.9555, -10.0679, -4.3301], [2.3529, -10.1820, -5.7093], [1.7957, -11.4940, -5.9414], [0.6218, -11.7329, -5.3825], [-0.0423, -10.9781, -4.7366], [0.1712, -13.1687, -5.7258], [1.1440, -14.0481, -5.4843], [-0.1496, -13.2417, -7.0223], [-0.8914, -13.5030, -5.0092], [3.7069, -10.8439, -4.1797], [3.4273, -9.0956, -4.2168], [2.1977, -10.1754, -3.5556], [3.1183, -10.0673, -6.4713], [1.5859, -9.4276, -5.8831], [-1.3400, 5.2439, 3.1695], [-0.9323, 4.8871, 1.7609], [-1.2949, 3.5215, 1.4220], [-2.5658, 3.3124, 1.1345], [-3.4523, 4.1064, 1.0673], [-2.7694, 1.8167, 0.8157], [-2.2148, 1.0278, 1.7247], [-2.1762, 1.5330, -0.3816], [-4.0475, 1.5195, 0.6983], [-0.9073, 4.5407, 3.8806], [-0.9920, 6.2456, 3.4124], [-2.4200, 5.2183, 3.2885], [0.1491, 4.9184, 1.6496], [-1.3692, 5.5639, 1.0267], [-0.2066, 1.8813, 8.4955], [0.4643, 3.0898, 9.1054], [0.6478, 4.1520, 8.1384], [-0.4256, 4.8630, 7.8471], [-1.5271, 4.7457, 8.2922], [-0.0502, 5.9576, 6.8266], [0.6346, 5.4466, 5.7943], [0.7105, 6.8882, 7.4077], [-1.1399, 6.5435, 6.3473], [0.3581, 1.5308, 7.6299], [-0.2635, 1.0755, 9.2224], [-1.2180, 2.1138, 8.1642], [1.4706, 2.8478, 9.4383], [-0.0916, 3.4768, 9.9576], [-2.9078, 11.4700, 6.2712], [-3.9699, 11.5805, 5.2006], [-3.6569, 10.7608, 4.0501], [-3.8864, 9.4673, 4.1802], [-4.3440, 8.8944, 5.1221], [-3.5000, 8.7439, 2.8735], [-2.2771, 9.0989, 2.4621], [-4.3672, 9.0411, 1.9028], [-3.5053, 7.4290, 3.0575], [-1.9298, 11.7288, 5.8647], [-3.1381, 12.1519, 7.0887], [-2.8531, 10.4594, 6.6730], [-4.0209, 12.5927, 4.8075], [-4.9560, 11.3080, 5.5742], [-4.0170, -2.8186, 12.0763], [-4.7547, -1.6594, 11.4453], [-4.1951, -0.3878, 11.8455], [-3.0769, -0.0258, 11.2480], [-2.4809, -0.6106, 10.3918], [-2.6239, 1.3453, 11.7908], [-2.6189, 1.3651, 13.1219], [-3.4417, 2.3042, 11.3536], [-1.3938, 1.6145, 11.3596], [-4.0123, -2.7201, 13.1619], [-4.5083, -3.7543, 11.8123], [-2.9842, -2.8649, 11.7346], [-5.7852, -1.6229, 11.7893], [-4.7587, -1.7204, 10.3577]], "forces_ev_per_angstrom": [[0.0, 0.0, 0.2], [-0.1, -0.1, 0.1], [0.5, 0.0, -0.6], [-0.4, -0.3, 0.5], [0.2, 0.6, 0.0], [-0.1, 0.4, 0.0], [-0.2, 0.0, 0.2], [0.2, -0.3, -0.4], [0.0, -1.0, -0.9], [-0.1, 0.0, 0.6], [0.8, -0.1, 0.1], [-0.6, -0.2, -0.4], [-0.1, 0.1, 0.3], [0.3, -0.2, 0.2], [0.5, 0.1, -0.1], [0.0, -0.1, 0.0], [0.0, 0.1, 0.0], [0.0, 0.0, -0.1], [0.1, 0.0, 0.0], [0.0, 0.1, 0.0], [-0.2, 0.1, -0.1], [0.1, 0.0, 0.2], [0.0, 0.0, 0.1], [0.1, 0.0, -0.1], [-0.1, -0.1, 0.0], [0.2, -0.1, -0.1], [-0.1, -0.1, 0.0], [0.0, 0.0, 0.0], [-0.4, 0.1, 0.1], [-0.2, 0.5, 0.3], [0.1, 0.0, 0.1], [0.1, 0.0, 0.0], [0.0, -0.1, 0.2], [0.0, 0.1, 0.1], [-0.1, 0.1, -0.2], [0.0, 0.1, 0.1], [-0.1, 0.1, -0.1], [-0.1, 0.1, -0.3], [0.1, -0.3, 0.3], [0.0, 0.1, -0.1], [0.0, -0.1, 0.1], [0.0, 0.0, 0.0], [-0.1, 0.1, 0.0], [0.1, 0.0, -0.1], [0.1, 0.1, 0.1], [-0.1, 0.0, 0.0], [0.0, 0.0, 0.0], [0.0, -0.1, 0.0], [0.0, 0.0, 0.1], [0.0, 0.1, 0.0], [-0.1, 0.1, -0.1], [0.2, -0.1, 0.0], [-0.4, 0.1, -0.2], [0.0, 0.0, 0.0], [-0.1, 0.1, 0.1], [0.0, 0.1, 0.0], [-0.1, 0.0, -0.3], [0.1, 0.0, 0.1], [-0.1, 0.0, 0.2], [0.1, 0.0, 0.0], [-0.1, 0.0, 0.0], [0.0, 0.0, 0.0], [0.0, 0.1, 0.0], [0.1, -0.1, 0.1], [0.2, 0.0, 0.0], [0.1, -0.1, 0.2], [-0.5, 0.1, -0.2], [0.0, 0.3, 0.0], [0.0, -0.1, 0.0], [-0.1, -0.1, 0.0], [-0.2, 0.0, 0.1], [0.0, 0.1, 0.2], [0.3, 0.1, -0.2], [0.1, -0.3, 0.1], [0.0, 0.0, 0.0], [0.0, 0.0, 0.0], [0.0, 0.0, -0.1], [0.1, 0.1, 0.0], [0.1, -0.1, 0.1], [-0.1, -0.3, 0.1], [0.2, 0.3, -0.1], [0.0, 0.0, 0.0], [0.0, 0.0, -0.1], [0.0, 0.0, 0.0], [0.0, 0.1, 0.1], [0.1, -0.1, 0.0], [0.0, 0.0, -0.1], [-0.1, 0.0, 0.1], [0.0, 0.1, 0.0], [0.1, 0.1, 0.0], [0.0, 0.1, 0.0], [0.0, -0.1, -0.1], [-0.1, -0.1, 0.1], [-0.1, -0.3, 0.1], [0.2, 0.4, 0.1], [0.0, -0.1, 0.0], [0.1, 0.0, 0.0], [-0.1, 0.0, 0.0], [0.0, 0.0, 0.1], [0.0, -0.1, 0.0], [0.1, 0.0, -0.2], [-0.1, 0.0, 0.0], [0.1, 0.0, 0.0], [0.0, 0.0, 0.0], [0.0, 0.1, 0.0], [0.0, -0.1, 0.0], [-0.1, -0.1, 0.0], [0.0, 0.1, -0.3], [0.0, -0.3, 0.3], [0.0, 0.0, -0.1], [0.1, 0.0, 0.1], [-0.1, 0.0, 0.0], [-0.1, 0.0, 0.0], [0.1, 0.0, -0.1], [0.1, 0.1, 0.0], [-0.1, 0.1, -0.1], [0.0, 0.0, 0.0], [0.0, 0.0, 0.0], [0.0, 0.0, 0.1], [0.0, 0.1, -0.1], [-0.1, 0.1, -0.1], [0.1, -0.2, -0.1], [-0.1, 0.3, 0.2], [0.1, 0.0, 0.0], [0.0, 0.1, 0.0], [0.0, -0.1, 0.0], [0.0, 0.0, 0.1], [0.1, 0.0, 0.0], [-0.1, 0.0, -0.1], [-0.1, -0.1, 0.0], [0.0, 0.1, 0.0], [0.0, 0.0, 0.0], [-0.1, 0.0, 0.0], [0.0, 0.0, -0.1], [0.0, -0.1, 0.0], [0.2, 0.1, 0.1], [-0.2, -0.3, -0.1], [0.0, 0.0, 0.1], [-0.1, 0.0, 0.0], [0.0, 0.0, 0.0], [0.0, -0.1, -0.1], [0.0, 0.0, 0.1], [-0.1, 0.1, 0.0], [0.1, 0.1, 0.1], [-0.1, 0.0, 0.0], [0.0, 0.0, 0.0], [0.0, 0.0, -0.1], [0.0, 0.1, 0.0], [0.1, 0.0, 0.0]], "mulliken_charge": [-0.99, -0.14, -0.42, -0.19, 0.20, -0.92, -0.49, -0.53, -0.13, 0.23, 0.16, -1.15, 0.13, -1.38, -0.10, 0.45, 0.06, 0.13, 0.28, 0.28, 0.37, -0.01, 0.23, 0.35, 0.48, 0.21, 0.49, 0.20, 0.48, 0.22, 0.07, 0.41, 0.59, 0.39, 0.44, 0.37, 0.30, -0.93, -0.23, -0.33, 0.37, -0.53, 0.89, -0.26, -0.27, -0.25, 0.32, 0.38, 0.15, 0.32, 0.31, -1.20, -0.06, -0.28, 0.32, -0.53, 0.93, -0.24, -0.26, -0.25, 0.30, 0.40, 0.34, 0.37, 0.17, -1.29, 0.27, -0.29, 0.26, -0.51, 0.94, -0.25, -0.24, -0.24, 0.33, 0.36, 0.39, -0.06, 0.33, -1.10, -0.09, -0.34, 0.32, -0.52, 0.90, -0.25, -0.25, -0.23, 0.32, 0.33, 0.32, 0.25, 0.33, -1.05, -0.39, -0.26, 0.36, -0.52, 0.84, -0.25, -0.26, -0.24, 0.34, 0.38, 0.35, 0.31, 0.36, -1.14, -0.25, -0.29, 0.26, -0.52, 1.01, -0.27, -0.28, -0.22, 0.37, 0.35, 0.31, 0.36, 0.31, -1.10, -0.21, -0.33, 0.34, -0.51, 0.94, -0.28, -0.28, -0.21, 0.30, 0.37, 0.32, 0.31, 0.32, -1.09, -0.22, -0.32, 0.32, -0.53, 0.98, -0.26, -0.27, -0.24, 0.31, 0.37, 0.32, 0.32, 0.32], "lumo_energy_ev": -2.658, "e_above_lowest_kj_mol": 0.00, "charge": 1, "gap_ev": 9.42}